# 1
C25H15Br2F3N2O10RhS | ωB97M-V/def2-TZVPD

XYZ file:
```
59
Properties=species:S:1:pos:R:3:lowdin_spin:R:1
Rh -0.857 -0.270 0.380 2.535
C -1.325 3.503 2.365 0.005
C -1.625 2.568 1.220 0.012
O -0.674 1.846 0.889 0.049
C -2.947 2.518 0.610 0.003
C -3.759 3.671 0.687 0.000
C -4.984 3.768 0.080 0.002
C -5.462 2.659 -0.638 0.001
C -4.721 1.517 -0.730 0.006
C -3.434 1.379 -0.121 0.009
O -2.846 0.249 -0.250 0.096
H -1.311 2.858 3.248 0.001
H -2.047 4.294 2.533 0.000
H -0.325 3.914 2.240 0.000
H -3.386 4.536 1.217 0.000
H -5.563 4.679 0.147 0.000
H -6.429 2.709 -1.125 0.000
H -5.083 0.656 -1.278 0.000
Br 4.050 -2.671 0.664 0.066
C 2.506 -3.296 -0.171 0.240
C 2.535 -4.464 -0.903 -0.019
C 1.397 -4.909 -1.546 0.249
Br 1.520 -6.513 -2.523 0.063
C 0.159 -4.194 -1.499 0.008
C -1.008 -4.581 -2.175 0.036
C -2.128 -3.791 -2.095 -0.013
C -2.079 -2.620 -1.338 0.046
N -0.989 -2.259 -0.690 0.048
C 0.111 -3.005 -0.757 0.065
C 1.304 -2.496 -0.031 0.060
O 1.290 -1.462 0.631 0.234
H 3.452 -5.029 -0.980 -0.005
H -1.012 -5.489 -2.761 0.003
H -3.038 -4.060 -2.613 -0.001
H -2.921 -1.943 -1.247 0.002
O 1.562 -1.289 -2.486 0.026
C 1.328 -0.203 -1.934 0.013
O 0.201 0.240 -1.562 0.068
C 2.519 0.701 -1.638 0.001
C 3.776 0.377 -2.138 0.002
C 4.875 1.164 -1.842 0.000
C 4.689 2.270 -1.029 0.001
C 3.451 2.613 -0.511 0.000
C 2.361 1.820 -0.827 0.001
N 5.853 3.110 -0.703 0.000
O 6.938 2.784 -1.150 0.000
O 5.679 4.076 0.017 0.000
H 3.869 -0.507 -2.753 0.000
H 5.861 0.935 -2.219 0.000
H 3.358 3.480 0.126 0.000
H 1.376 2.045 -0.440 0.000
F -0.264 -0.126 5.261 0.000
C -0.028 -0.823 4.140 0.000
F 0.595 -1.956 4.490 0.000
F 0.809 -0.107 3.382 0.000
S -1.599 -1.174 3.243 0.004
O -2.045 0.147 2.838 0.024
O -2.398 -1.883 4.200 0.007
O -1.139 -1.963 2.094 0.051
```

The HOMO-LUMO gap (alpha / beta) comes out at 6.97 / 4.94 eV. The charge is -1. Its highest occupied orbital energy (alpha / beta) is -0.1952 / -0.1952 hartree. The spin multiplicity is 5.

=====

# 2
C25H15N2O2 | ωB97M-V/def2-TZVPD

XYZ file:
```
44
Properties=species:S:1:pos:R:3:lowdin_charge:R:1
C -3.315 1.226 -5.419 -0.073
C -2.063 1.477 -4.848 -0.008
C -1.761 0.887 -3.625 -0.097
C -2.676 0.045 -2.980 -0.090
C -3.911 -0.233 -3.555 0.000
C -4.233 0.367 -4.777 -0.070
C -2.084 -0.501 -1.723 -0.285
O -2.557 -1.356 -0.990 0.104
C -0.742 0.166 -1.588 -0.030
C 0.118 -0.135 -0.575 0.074
C 1.473 0.389 -0.520 -0.180
C 1.734 1.763 -0.744 -0.038
C 3.038 2.227 -0.874 -0.085
C 4.117 1.335 -0.784 -0.093
C 3.877 -0.015 -0.486 -0.089
C 2.573 -0.477 -0.317 -0.014
C -0.486 0.959 -2.849 -0.272
O 0.538 1.508 -3.235 0.087
H -3.584 1.691 -6.367 0.098
H -1.325 2.118 -5.324 0.117
H -4.592 -0.905 -3.036 0.121
H -5.200 0.168 -5.240 0.099
H -0.162 -0.962 0.045 0.062
H 0.894 2.454 -0.813 0.120
H 3.209 3.286 -1.076 0.100
H 5.136 1.694 -0.932 0.094
H 4.710 -0.714 -0.398 0.098
H 2.360 -1.525 -0.088 0.112
C -0.436 -1.256 2.152 -0.282
C -1.761 -0.801 1.994 -0.289
N -2.849 -0.361 1.926 0.114
C 0.197 -0.963 3.455 -0.193
C 1.504 -1.454 3.720 -0.056
C 2.074 -1.312 4.984 -0.116
C 1.362 -0.684 6.015 -0.140
C 0.099 -0.136 5.754 -0.116
C -0.469 -0.240 4.481 -0.047
C -0.092 -2.513 1.602 -0.304
N 0.257 -3.517 1.099 0.107
H 2.057 -1.955 2.918 0.100
H 3.076 -1.704 5.167 0.090
H 1.795 -0.614 7.014 0.082
H -0.450 0.376 6.547 0.090
H -1.452 0.197 4.286 0.094
```

For the energy above the lowest of the compared OMol25 structures with the same formula, charge and spin, the calculation gives 0.00 kJ/mol. The HOMO-LUMO gap comes out at 5.38 eV. The charge is -1. Its highest occupied orbital energy is -0.1360 hartree.

=====

# 3
C25H15N3O | ωB97M-V/def2-TZVPD

XYZ file:
```
44
Properties=species:S:1:pos:R:3:lowdin_charge:R:1
O -4.209 -3.783 1.912 0.090
C -3.767 -2.704 1.540 -0.388
C -2.388 -2.503 1.812 0.023
C -1.791 -1.360 1.400 0.050
C -2.439 -0.355 0.459 -0.163
N -1.709 0.499 -0.196 0.185
C -0.370 0.283 -0.336 -0.346
N 0.060 -0.961 -0.543 0.187
C 1.365 -0.939 -0.815 -0.214
C 2.164 -1.935 -1.229 -0.130
C 1.772 -3.229 -1.279 -0.010
C 2.633 -4.317 -1.515 -0.084
C 3.941 -4.125 -1.811 -0.041
C 4.315 -2.735 -1.730 -0.035
C 3.548 -1.674 -1.588 -0.118
C 4.035 -0.331 -1.542 -0.082
C 5.325 0.161 -1.659 -0.028
C 5.651 1.493 -1.684 -0.137
C 4.828 2.517 -1.462 -0.111
C 3.523 2.129 -1.197 -0.006
C 3.047 0.738 -1.314 -0.049
C 1.763 0.386 -0.924 -0.119
N 0.677 1.180 -0.474 0.213
C -3.886 -0.344 0.555 -0.113
C -4.564 0.772 0.117 0.002
C -5.987 0.581 0.137 -0.042
C -6.705 -0.574 0.631 -0.037
C -5.905 -1.629 1.106 -0.025
C -4.532 -1.563 1.041 -0.078
H -1.951 -3.258 2.448 0.128
H -0.893 -1.260 1.685 0.035
H 0.704 -3.484 -0.979 0.139
H 2.311 -5.314 -1.463 0.087
H 4.629 -4.836 -2.132 0.085
H 5.360 -2.711 -1.930 0.099
H 6.204 -0.542 -1.792 0.133
H 6.660 1.837 -1.850 0.105
H 5.097 3.575 -1.333 0.119
H 2.926 2.965 -0.868 0.092
H 0.545 2.142 -0.554 0.127
H -4.066 1.678 -0.281 0.127
H -6.500 1.396 -0.294 0.075
H -7.807 -0.671 0.547 0.113
H -6.480 -2.564 1.373 0.142
```

The HOMO-LUMO gap comes out at 6.01 eV. The structure (SMILES) is O=C1C=C/C(=N\c2nc3c4ccccc4c4ccccc4c3[nH]2)c2ccccc21. Its highest occupied orbital energy is -0.2689 hartree.

=====

# 4
C25H16Cl2N6O2SW | ωB97M-V/def2-TZVPD

XYZ file:
```
53
Properties=species:S:1:pos:R:3:lowdin_charge:R:1
W -0.010 -0.190 0.394 1.687
Cl 3.885 0.795 -5.119 0.746
C 2.888 0.044 -3.943 -0.665
C 2.718 0.682 -2.719 -0.020
C 1.926 0.084 -1.758 -0.190
N 1.582 0.592 -0.464 -0.079
C 2.357 1.575 0.162 -0.410
O 3.342 2.090 -0.283 0.167
C 1.800 1.935 1.509 -0.172
C 2.359 2.926 2.283 0.054
C 1.760 3.233 3.498 0.019
C 0.624 2.534 3.883 -0.006
C 0.141 1.533 3.064 -0.108
N 0.717 1.232 1.889 -0.058
C 1.295 -1.133 -2.026 -0.198
C 1.464 -1.774 -3.237 -0.018
C 2.268 -1.179 -4.202 -0.668
Cl 2.474 -1.973 -5.705 0.747
N 0.507 -1.562 -0.922 -0.078
C 0.372 -2.915 -0.622 -0.405
O 0.460 -3.840 -1.378 0.174
C 0.153 -3.102 0.855 -0.166
C 0.081 -4.349 1.428 0.055
C 0.014 -4.441 2.815 0.027
C 0.031 -3.278 3.573 -0.002
C 0.098 -2.059 2.928 -0.088
N 0.137 -1.962 1.587 -0.074
H 3.227 1.615 -2.540 0.111
H 3.240 3.439 1.921 0.143
H 2.171 4.007 4.132 0.135
H 0.122 2.754 4.815 0.128
H -0.741 0.965 3.335 0.113
H 0.983 -2.716 -3.448 0.116
H 0.103 -5.219 0.786 0.145
H -0.032 -5.409 3.298 0.137
H 0.005 -3.314 4.653 0.130
H 0.132 -1.129 3.479 0.103
N -3.132 -1.546 1.056 0.158
C -3.082 -0.517 0.214 -0.644
N -1.990 0.250 0.035 -0.105
C -2.246 1.279 -0.922 -0.297
C -1.354 2.260 -1.331 -0.021
C -1.774 3.149 -2.307 -0.034
C -3.054 3.082 -2.854 -0.033
C -3.951 2.115 -2.431 -0.043
C -3.521 1.221 -1.463 -0.435
S -4.437 -0.083 -0.739 1.216
H -2.385 -1.746 1.701 0.094
H -3.972 -2.098 1.132 0.133
H -0.356 2.368 -0.919 0.100
H -1.093 3.919 -2.643 0.125
H -3.355 3.794 -3.609 0.126
H -4.950 2.062 -2.841 0.128
```

The HOMO-LUMO gap (alpha / beta) comes out at 5.77 / 5.75 eV. The charge is +2. Its highest occupied orbital energy (alpha / beta) is -0.4882 / -0.4885 hartree.